This record from the Open Molecules 2025 dataset describes 15 unconnected molecules or ions with the total composition C50H135N5O20 at a distorted geometry. The level of theory is the ωB97M-V functional and the def2-TZVPD basis.

Each line ends with the Mulliken charge.
Positions of all 210 atoms, in Å:
C  8.053  2.868  -6.293  -0.94
C  8.357  3.019  -4.754  -0.21
O  7.514  2.214  -3.953  -0.54
H  8.824  3.452  -6.795  0.32
H  7.069  3.221  -6.600  0.29
H  8.201  1.815  -6.530  0.26
H  8.265  3.998  -4.283  0.28
H  9.373  2.678  -4.554  0.24
H  7.716  2.285  -3.017  0.30
C  0.391  2.835  -9.982  -1.03
C  -0.865  3.377  -9.303  -0.20
O  -1.934  2.744  -9.864  -0.49
H  1.340  3.366  -9.908  0.33
H  0.130  2.720  -11.034  0.29
H  0.572  1.786  -9.746  0.27
H  -0.911  4.466  -9.334  0.32
H  -0.846  3.141  -8.239  0.22
H  -2.613  3.402  -9.699  0.31
C  5.813  -7.247  -2.537  -0.92
C  5.299  -8.284  -3.617  -0.25
O  4.188  -7.688  -4.296  -0.51
H  5.150  -6.749  -1.830  0.31
H  6.388  -6.468  -3.038  0.26
H  6.547  -7.761  -1.916  0.31
H  4.939  -9.148  -3.059  0.21
H  6.083  -8.626  -4.292  0.28
H  3.436  -7.790  -3.707  0.30
C  3.960  -3.970  4.851  -0.90
C  2.558  -4.469  4.878  -0.27
O  2.636  -5.811  5.244  -0.50
H  3.813  -2.899  4.714  0.30
H  4.450  -4.203  3.906  0.26
H  4.648  -4.158  5.675  0.32
H  2.084  -4.423  3.897  0.27
H  2.002  -3.821  5.556  0.21
H  2.847  -5.742  6.178  0.32
C  7.872  4.486  3.554  -0.86
C  7.589  3.017  3.571  -0.24
O  7.154  2.622  2.321  -0.52
H  8.887  4.750  3.257  0.24
H  7.739  5.061  4.470  0.34
H  6.993  4.874  3.038  0.25
H  6.839  2.698  4.295  0.23
H  8.463  2.500  3.967  0.26
H  6.232  2.806  2.127  0.31
C  -4.397  12.275  -2.349  -0.97
C  -3.255  13.280  -2.700  -0.23
O  -2.632  12.763  -3.839  -0.52
H  -4.876  12.564  -1.414  0.31
H  -3.918  11.301  -2.256  0.26
H  -5.105  12.264  -3.178  0.32
H  -2.550  13.381  -1.876  0.29
H  -3.679  14.257  -2.932  0.24
H  -3.253  12.675  -4.565  0.30
C  -5.583  7.835  7.876  -1.04
C  -6.536  8.004  9.056  -0.12
O  -7.347  6.874  9.041  -0.53
H  -4.954  8.725  7.882  0.32
H  -6.189  7.985  6.982  0.28
H  -5.041  6.904  7.710  0.32
H  -7.139  8.910  8.999  0.29
H  -5.905  7.966  9.945  0.19
H  -8.293  7.020  9.105  0.30
C  1.021  -11.617  -0.105  -0.96
C  0.636  -10.235  0.377  -0.13
O  0.445  -9.549  -0.844  -0.54
H  1.517  -11.682  -1.074  0.29
H  0.213  -12.347  -0.145  0.29
H  1.638  -12.098  0.654  0.31
H  1.503  -9.863  0.922  0.22
H  -0.317  -10.276  0.905  0.23
H  -0.478  -9.466  -1.097  0.29
C  -7.787  -0.107  -1.901  -0.97
C  -6.246  -0.118  -2.199  -0.31
O  -5.523  -0.678  -1.177  -0.51
H  -8.102  -1.147  -1.984  0.26
H  -8.260  0.317  -2.787  0.33
H  -7.941  0.351  -0.924  0.29
H  -5.801  0.864  -2.355  0.29
H  -6.021  -0.487  -3.200  0.31
H  -4.620  -0.511  -1.459  0.30
C  5.266  9.238  -2.927  -0.86
C  6.386  10.179  -2.629  -0.26
O  7.348  10.003  -3.612  -0.52
H  4.775  9.624  -3.820  0.25
H  4.612  9.266  -2.055  0.28
H  5.765  8.274  -3.024  0.29
H  6.796  9.877  -1.665  0.25
H  6.187  11.246  -2.729  0.27
H  7.682  9.103  -3.594  0.29
C  3.475  9.952  7.515  -0.65
O  3.436  8.541  7.598  -0.38
C  3.309  7.949  8.900  -0.68
C  2.223  8.435  9.910  -0.36
N  2.538  7.755  11.164  -0.27
C  1.424  7.824  12.079  -0.75
C  1.749  7.081  13.375  -0.71
O  1.777  5.729  13.122  -0.25
C  2.207  4.877  14.166  -0.77
H  4.371  10.302  8.027  0.30
H  2.621  10.315  8.087  0.24
H  3.394  10.322  6.493  0.25
H  4.325  7.974  9.293  0.44
H  3.225  6.893  8.641  0.32
H  1.230  8.220  9.516  0.28
H  2.280  9.516  10.034  0.30
H  2.856  6.804  11.045  0.24
H  0.402  7.538  11.834  0.38
H  1.366  8.899  12.250  0.38
H  0.880  7.170  14.028  0.42
H  2.623  7.525  13.851  0.40
H  1.574  4.989  15.046  0.31
H  3.225  5.172  14.416  0.34
H  2.256  3.831  13.863  0.21
C  -3.756  -11.118  -15.066  -0.76
O  -3.196  -9.745  -14.903  -0.32
C  -3.778  -8.634  -15.620  -0.69
C  -4.817  -7.804  -14.683  -0.49
N  -4.084  -6.864  -13.831  -0.34
C  -4.971  -6.420  -12.742  -0.65
C  -4.201  -5.445  -11.827  -0.53
O  -3.037  -6.167  -11.530  -0.32
C  -2.011  -5.383  -10.884  -0.78
H  -3.947  -11.403  -16.101  0.32
H  -4.772  -11.125  -14.672  0.30
H  -3.260  -11.889  -14.476  0.28
H  -4.346  -9.037  -16.458  0.40
H  -3.042  -7.927  -16.004  0.36
H  -5.400  -8.621  -14.257  0.31
H  -5.543  -7.281  -15.305  0.34
H  -3.229  -7.284  -13.496  0.27
H  -5.350  -7.224  -12.109  0.32
H  -5.843  -5.952  -13.198  0.37
H  -4.762  -5.316  -10.901  0.36
H  -4.025  -4.474  -12.289  0.40
H  -1.407  -6.012  -10.229  0.23
H  -2.447  -4.579  -10.292  0.32
H  -1.503  -4.854  -11.691  0.31
C  -0.059  -0.478  -1.747  -0.74
O  -0.480  0.825  -1.476  -0.29
C  0.700  1.754  -1.529  -0.67
C  0.501  3.113  -0.767  -0.40
N  0.491  3.108  0.697  -0.30
C  0.426  4.393  1.377  -0.87
C  -0.726  5.339  1.048  -0.47
O  -1.923  4.840  1.669  -0.34
C  -2.992  4.339  0.839  -0.60
H  0.593  -0.509  -2.620  0.31
H  -0.869  -1.195  -1.878  0.23
H  0.466  -0.886  -0.884  0.32
H  0.881  2.056  -2.561  0.33
H  1.566  1.235  -1.118  0.39
H  -0.482  3.511  -1.018  0.23
H  1.207  3.897  -1.040  0.35
H  -0.110  2.411  1.114  0.28
H  1.344  4.868  1.031  0.35
H  0.459  4.161  2.441  0.41
H  -0.760  5.654  0.005  0.37
H  -0.604  6.224  1.672  0.38
H  -3.428  5.230  0.389  0.30
H  -3.786  3.866  1.417  0.26
H  -2.715  3.619  0.069  0.20
C  6.115  0.099  12.364  -0.69
O  5.019  0.172  11.475  -0.32
C  5.325  0.748  10.248  -0.59
C  4.619  2.097  10.242  -0.67
N  3.141  2.049  10.026  -0.04
C  2.545  1.418  8.872  -0.43
C  1.035  1.605  8.836  -0.65
O  0.380  0.711  7.793  -0.30
C  -1.043  0.695  7.882  -0.65
H  6.728  -0.653  11.867  0.29
H  5.848  -0.244  13.363  0.22
H  6.612  1.068  12.405  0.29
H  4.881  0.182  9.429  0.35
H  6.368  0.984  10.037  0.43
H  5.013  2.579  9.348  0.31
H  4.889  2.694  11.114  0.33
H  2.527  2.279  10.794  0.18
H  2.845  0.377  8.987  0.28
H  2.957  1.836  7.953  0.20
H  0.922  2.673  8.650  0.35
H  0.633  1.500  9.844  0.35
H  -1.261  0.778  8.947  0.31
H  -1.485  -0.238  7.533  0.23
H  -1.391  1.474  7.203  0.23
C  -8.422  -7.445  -5.316  -0.76
O  -7.295  -8.308  -5.428  -0.33
C  -6.130  -8.134  -4.656  -0.55
C  -5.193  -9.383  -4.745  -0.58
N  -5.133  -10.275  -3.630  -0.42
C  -6.365  -10.786  -2.975  -0.39
C  -6.100  -12.202  -2.465  -0.77
O  -6.119  -13.134  -3.536  -0.30
C  -5.798  -14.449  -3.299  -0.78
H  -8.852  -7.552  -4.321  0.31
H  -9.121  -7.801  -6.073  0.25
H  -8.361  -6.410  -5.654  0.31
H  -6.419  -7.949  -3.622  0.36
H  -5.612  -7.218  -4.942  0.39
H  -4.167  -9.085  -4.964  0.29
H  -5.508  -10.074  -5.527  0.41
H  -4.613  -11.060  -3.998  0.25
H  -7.263  -10.787  -3.593  0.27
H  -6.604  -10.077  -2.183  0.35
H  -6.794  -12.496  -1.677  0.48
H  -5.146  -12.227  -1.939  0.37
H  -6.316  -14.920  -2.464  0.32
H  -4.712  -14.546  -3.298  0.29
H  -6.203  -15.086  -4.086  0.25

* charge: 0

---

This record from the Open Molecules 2025 dataset describes 14 unconnected molecules or ions with the total composition C50H136N8O14 at a distorted geometry. The level of theory is the ωB97M-V functional and the def2-TZVPD basis.

Each line ends with the Mulliken charge.
Positions of all 208 atoms, in Å:
C  9.023  17.045  23.256  -1.39
C  10.036  18.129  22.863  0.65
C  10.746  17.698  21.581  -0.38
O  11.888  18.523  21.584  -0.47
C  12.718  18.337  20.438  -0.20
N  9.362  19.391  22.536  -0.69
H  9.467  16.080  23.446  0.30
H  8.348  16.917  22.380  0.31
H  8.464  17.311  24.160  0.39
H  10.781  18.179  23.692  0.17
H  10.045  17.851  20.713  0.12
H  10.996  16.656  21.549  0.13
H  13.079  17.315  20.386  0.17
H  13.561  18.985  20.600  0.20
H  12.207  18.644  19.522  0.09
H  8.933  19.740  23.367  0.23
H  9.969  20.093  22.097  0.24
C  18.206  13.778  11.558  -0.77
C  18.460  12.292  11.517  0.47
C  17.481  11.506  12.351  2.10
O  17.548  10.153  11.991  -0.58
C  16.725  9.272  12.732  -0.56
N  18.297  11.844  10.085  -0.61
H  17.242  13.917  11.036  0.18
H  18.899  14.340  10.962  0.43
H  18.266  14.152  12.573  -0.30
H  19.506  12.094  11.907  0.11
H  16.482  11.892  12.278  -0.74
H  17.777  11.518  13.435  -0.81
H  16.598  8.397  12.131  0.36
H  15.769  9.702  12.902  0.08
H  17.115  8.922  13.688  0.24
H  18.976  12.356  9.541  0.23
H  18.371  10.840  9.939  0.23
C  14.383  19.969  16.101  -1.65
C  13.296  19.132  16.830  1.30
C  12.130  20.037  17.185  -0.83
O  11.499  20.449  16.012  -0.34
C  10.277  21.194  16.042  -0.79
N  12.839  18.021  15.950  -0.21
H  13.839  20.535  15.326  0.34
H  15.160  19.382  15.657  0.28
H  14.862  20.654  16.761  0.42
H  13.624  18.703  17.754  -0.33
H  12.555  20.922  17.717  0.44
H  11.348  19.545  17.752  0.39
H  10.281  22.075  16.682  0.32
H  9.427  20.606  16.479  0.21
H  10.034  21.604  15.068  0.29
H  12.360  18.539  15.247  0.33
H  12.114  17.484  16.455  -0.12
C  13.199  8.188  18.639  -1.40
C  13.872  9.334  19.325  0.05
C  15.169  9.747  18.600  -0.03
O  15.026  10.087  17.263  -0.32
C  16.201  10.678  16.781  0.00
N  12.821  10.348  19.580  -0.53
H  13.902  7.473  18.359  0.43
H  12.762  8.671  17.802  0.20
H  12.410  7.704  19.191  0.37
H  14.204  8.998  20.319  0.37
H  15.941  9.032  18.765  0.54
H  15.458  10.660  19.216  -0.21
H  16.312  11.670  17.244  -0.10
H  16.049  10.784  15.690  -0.46
H  17.058  10.009  16.969  0.57
H  13.135  11.283  19.828  0.11
H  12.204  10.523  18.809  0.29
C  16.770  18.540  19.405  -1.28
C  16.899  17.386  20.348  1.71
C  16.620  17.783  21.751  -0.25
O  17.314  18.960  22.214  -0.44
C  18.502  18.651  22.960  -0.61
N  15.867  16.400  20.153  1.08
H  15.752  18.924  19.487  -0.10
H  16.975  18.163  18.391  0.20
H  17.526  19.326  19.601  0.45
H  17.934  16.954  20.232  -0.57
H  16.761  16.852  22.355  0.33
H  15.571  18.064  21.853  -0.19
H  18.896  19.626  23.310  0.29
H  19.250  18.090  22.372  0.15
H  18.209  17.989  23.811  0.26
H  15.827  15.925  19.256  -0.75
H  16.110  15.657  20.897  -0.42
C  18.154  13.540  19.402  1.83
C  18.537  12.994  20.765  -0.11
C  20.031  13.210  20.877  -1.17
O  20.289  14.639  20.994  -0.20
C  21.598  14.914  21.310  -0.92
N  17.749  13.669  21.891  -0.29
H  17.090  13.559  19.212  -0.98
H  18.586  12.934  18.580  -0.65
H  18.461  14.557  19.271  -0.46
H  18.356  11.919  20.733  0.51
H  20.589  12.802  19.979  0.15
H  20.493  12.752  21.676  0.79
H  21.949  14.352  22.189  0.27
H  21.543  15.961  21.498  0.26
H  22.273  14.798  20.455  0.31
H  18.178  14.357  22.423  0.17
H  17.273  12.941  22.358  0.21
C  13.486  11.344  10.751  -0.95
C  13.613  12.677  10.085  0.10
C  13.684  13.794  11.182  0.26
O  12.481  13.967  11.933  -0.44
C  12.397  15.042  12.803  -0.36
N  14.769  12.759  9.299  -0.58
H  14.309  11.206  11.433  -0.20
H  13.583  10.598  9.923  0.38
H  12.514  11.171  11.206  0.38
H  12.783  12.746  9.431  0.43
H  13.855  14.754  10.687  0.35
H  14.498  13.557  11.951  -0.39
H  13.253  14.980  13.487  -0.02
H  11.445  14.957  13.304  0.31
H  12.411  16.064  12.284  0.32
H  15.581  12.262  9.567  0.11
H  14.908  13.657  8.903  0.27
C  15.391  13.540  15.253  0.84
C  15.120  14.953  15.836  0.58
C  14.271  14.748  17.057  -0.31
O  14.938  13.911  17.968  1.10
C  14.151  13.657  19.074  -0.62
N  16.360  15.636  16.105  0.46
H  16.360  13.152  15.567  -0.56
H  15.305  13.632  14.135  -1.24
H  14.650  12.840  15.616  -0.04
H  14.541  15.658  15.215  0.56
H  13.274  14.278  16.881  -1.02
H  14.072  15.734  17.581  0.14
H  13.221  13.074  18.892  0.06
H  13.878  14.572  19.643  -0.43
H  14.735  13.125  19.832  0.55
H  16.239  16.657  16.258  0.10
H  16.904  15.275  16.891  -0.38
C  16.825  16.741  13.043  -0.56
C  18.286  16.817  13.394  0.54
C  18.796  18.162  13.922  -1.53
O  18.480  15.828  14.428  -0.03
H  16.163  16.966  13.853  -0.12
H  16.631  15.717  12.765  -0.11
H  16.529  17.390  12.185  0.47
H  18.792  16.538  12.472  0.20
H  18.375  18.313  14.890  0.19
H  18.484  18.975  13.224  0.39
H  19.882  18.106  13.985  0.36
H  17.631  15.774  15.012  -0.01
C  20.650  11.386  14.976  -1.13
C  19.520  11.173  15.980  0.32
C  20.028  11.038  17.415  -0.80
O  18.556  12.238  15.937  1.90
H  21.401  10.542  15.006  0.39
H  21.212  12.300  15.265  0.12
H  20.204  11.500  13.969  0.01
H  18.944  10.286  15.677  0.39
H  19.203  10.888  18.076  0.12
H  20.429  12.064  17.647  -0.33
H  20.761  10.214  17.546  0.59
H  19.002  13.071  16.186  -0.44
C  11.621  12.076  15.911  -0.30
C  12.071  11.880  14.497  2.43
C  12.413  10.357  14.231  -1.26
O  10.997  12.298  13.562  -0.75
H  12.164  11.467  16.608  -0.31
H  10.582  11.733  16.012  0.67
H  11.668  13.152  16.166  -0.80
H  12.886  12.547  14.274  -0.63
H  12.956  10.206  13.299  0.10
H  11.491  9.815  14.126  0.37
H  12.968  9.968  15.068  0.19
H  11.463  12.581  12.774  0.44
C  21.963  15.725  15.827  -1.52
C  21.288  15.091  17.009  0.46
C  20.891  16.113  18.091  -0.14
O  20.047  14.385  16.618  -0.11
H  22.111  14.933  15.076  0.36
H  22.935  16.220  16.006  0.41
H  21.192  16.394  15.351  0.20
H  21.878  14.313  17.451  0.35
H  21.659  16.875  18.127  0.65
H  20.819  15.629  19.021  -0.64
H  19.881  16.635  17.841  -0.08
H  19.779  14.687  15.729  -0.43
C  9.299  15.154  17.055  -0.90
C  8.682  16.516  16.684  0.33
C  7.971  17.115  17.915  -1.02
O  9.767  17.342  16.318  -0.26
H  8.550  14.412  17.268  0.53
H  9.950  15.249  17.942  0.17
H  9.904  14.674  16.281  -0.08
H  8.067  16.454  15.814  0.45
H  8.738  17.243  18.687  -0.05
H  7.189  16.511  18.357  0.43
H  7.554  18.094  17.740  0.37
H  9.498  17.908  15.564  0.18
C  12.858  14.041  23.128  -1.14
C  14.265  14.608  23.496  1.82
C  14.197  16.066  23.985  -1.33
O  14.902  13.715  24.419  -0.56
H  12.215  13.844  24.014  0.45
H  13.019  13.100  22.606  0.35
H  12.296  14.758  22.520  0.01
H  14.833  14.653  22.566  -0.84
H  13.572  16.067  24.869  0.48
H  13.714  16.686  23.265  0.10
H  15.155  16.481  24.323  0.30
H  14.336  13.631  25.169  0.36

* charge: 0

---

no.,HOMO level (eV)
1,-8.06
2,-8.72